1.
{"formula": "C23H19F6N6O4PtS2SbTe", "method": "wB97M-V/def2-TZVPD", "species": ["Pt", "N", "C", "N", "C", "C", "S", "C", "C", "S", "C", "N", "N", "H", "H", "H", "H", "H", "H", "O", "C", "O", "C", "C", "N", "N", "C", "C", "O", "O", "H", "H", "H", "Te", "C", "C", "C", "C", "C", "C", "C", "C", "C", "C", "C", "C", "H", "H", "H", "H", "H", "H", "H", "H", "H", "H", "F", "Sb", "F", "F", "F", "F", "F"], "coordinates": [[0.663, -0.556, 1.361], [3.529, -2.392, 2.851], [2.884, -1.535, 3.613], [1.885, -0.756, 3.248], [1.311, -0.145, 4.325], [1.992, -0.330, 5.521], [3.303, -1.366, 5.329], [-0.004, 0.350, 4.155], [-0.887, 0.791, 5.108], [-2.460, 0.905, 4.485], [-1.880, 0.346, 2.921], [-0.576, 0.167, 2.913], [-2.690, 0.160, 1.884], [3.049, -2.741, 2.024], [4.202, -3.018, 3.275], [1.736, 0.076, 6.488], [-0.684, 1.018, 6.143], [-3.688, 0.181, 2.029], [-2.340, -0.406, 1.120], [-0.097, -2.511, -4.318], [0.944, -3.035, -3.695], [1.576, -3.956, -4.113], [1.401, -2.418, -2.391], [2.642, -2.687, -1.844], [2.742, -1.992, -0.705], [1.644, -1.292, -0.449], [0.802, -1.549, -1.461], [-0.479, -0.814, -1.423], [-1.061, -0.435, -2.506], [-0.900, -0.453, -0.309], [-0.530, -1.774, -3.878], [3.426, -3.320, -2.231], [3.553, -1.925, -0.110], [-2.201, 1.356, -1.859], [-2.636, 2.699, -3.379], [-3.954, 2.612, -3.865], [-4.359, 3.483, -4.856], [-3.463, 4.436, -5.338], [-2.153, 4.510, -4.859], [-1.725, 3.642, -3.876], [-0.328, 2.020, -1.131], [0.795, 1.957, -1.944], [2.054, 1.929, -1.365], [2.183, 1.904, 0.009], [1.056, 2.005, 0.844], [-0.212, 2.123, 0.260], [-4.659, 1.901, -3.449], [-5.372, 3.437, -5.232], [-3.793, 5.136, -6.095], [-1.464, 5.237, -5.266], [-0.706, 3.692, -3.519], [0.696, 1.896, -3.021], [2.931, 1.906, -1.999], [3.168, 1.854, 0.455], [1.208, 2.245, 1.889], [-1.094, 2.251, 0.875], [1.282, -2.997, 1.581], [-0.215, -4.029, 2.545], [0.014, -2.766, 3.980], [-1.760, -4.655, 3.348], [1.283, -4.914, 3.244], [-0.353, -4.915, 0.915], [-1.231, -2.544, 1.749]], "forces_ev_per_angstrom": [[-0.759, 0.156, 0.562], [0.114, 0.075, 0.147], [0.444, -0.244, 0.260], [-0.602, 0.163, -1.199], [-0.252, -0.249, -0.424], [0.382, -0.108, 0.432], [-0.228, 0.161, -0.104], [-0.036, 0.107, 0.125], [0.065, 0.038, 0.110], [0.080, -0.084, -0.246], [-0.079, 0.087, 0.425], [0.878, -0.767, -1.312], [0.026, 0.103, -0.032], [-0.381, -0.091, 0.081], [0.065, 0.026, -0.028], [0.000, -0.004, 0.020], [-0.022, -0.012, 0.023], [-0.006, -0.063, 0.009], [-0.069, -0.169, 0.098], [-0.361, -0.184, -0.504], [0.768, -0.201, 0.557], [-0.212, 0.117, -0.153], [-0.447, 0.343, 0.085], [-0.105, -0.054, -0.215], [0.076, -0.100, -0.044], [-0.869, 0.260, 1.264], [0.284, -0.114, -0.690], [0.638, -0.407, 0.521], [-0.560, 0.781, -0.062], [0.356, -0.383, 0.611], [0.104, 0.137, 0.196], [0.059, 0.034, 0.035], [-0.028, 0.036, 0.046], [0.248, 0.764, -0.350], [0.339, -0.738, 0.251], [-0.070, -0.199, 0.028], [0.020, 0.157, 0.188], [-0.043, -0.055, -0.021], [0.011, -0.033, 0.114], [0.229, -0.071, -0.238], [-0.153, 0.133, 0.298], [-0.322, -0.066, -0.364], [0.141, -0.082, -0.021], [-0.137, 0.283, 0.340], [0.072, 1.189, -0.746], [0.267, -0.026, -0.069], [0.017, -0.082, -0.104], [0.002, 0.023, -0.011], [0.036, -0.046, -0.050], [-0.043, 0.070, 0.041], [-0.043, 0.018, 0.034], [0.059, -0.033, 0.006], [0.002, -0.001, -0.004], [0.013, 0.042, 0.002], [-0.132, -0.280, 0.068], [0.013, -0.061, 0.083], [-0.334, -0.840, 0.394], [0.598, 2.241, -0.799], [0.117, -0.113, -0.142], [0.300, -0.402, -0.022], [-0.542, -0.401, 0.018], [-0.057, -0.289, 0.329], [0.068, -0.492, 0.152]], "lowdin_charge": [1.2016, 0.2012, -0.5807, -0.0062, -0.2858, -0.2304, 1.2563, -0.3008, -0.2423, 1.2311, -0.6008, -0.0486, 0.1693, 0.0858, 0.1455, 0.1168, 0.1137, 0.1375, 0.0744, 0.1799, -0.4655, 0.1879, 0.0073, 0.0747, 0.0734, -0.0398, -0.1112, -0.5266, -0.1538, -0.1681, 0.0808, 0.1697, 0.1753, 2.0860, -0.4560, -0.1175, -0.0175, 0.0232, -0.0149, -0.0850, -0.4086, -0.1016, -0.0366, -0.0576, -0.1308, -0.1405, 0.1071, 0.1349, 0.1378, 0.1333, 0.1014, 0.1239, 0.1333, 0.1252, 0.1138, 0.1009, -0.4654, 1.4936, -0.3517, -0.2991, -0.3288, -0.3161, -0.4083], "total_charge": 3, "e_tot_ev": -96317.6201, "multiplicity": 2, "homo_lumo_gap_ha": [0.217, 0.193], "fmax_ha_per_bohr": 0.0477, "relative_energy_ev": 2.763}

---

2.
{"formula": "C23H19IrN7OS2", "method": "wB97M-V/def2-TZVPD", "species": ["Ir", "O", "C", "N", "C", "C", "C", "C", "C", "C", "N", "C", "C", "C", "C", "C", "N", "H", "H", "H", "H", "H", "H", "H", "H", "H", "H", "S", "C", "N", "C", "C", "C", "C", "C", "C", "S", "H", "H", "H", "H", "N", "C", "C", "N", "C", "C", "N", "H", "H", "H", "H", "H"], "coordinates": [[0.342, -0.070, 0.929], [2.207, 1.363, 4.257], [1.448, 1.061, 3.353], [1.764, 0.574, 2.149], [3.107, 0.132, 1.830], [3.134, -0.454, 0.435], [4.295, -0.957, -0.128], [4.289, -1.369, -1.448], [3.124, -1.246, -2.192], [1.992, -0.769, -1.569], [1.986, -0.411, -0.279], [-0.067, 1.145, 3.506], [-0.649, 1.545, 4.689], [-2.031, 1.632, 4.760], [-2.783, 1.345, 3.631], [-2.133, 0.943, 2.479], [-0.805, 0.825, 2.422], [3.453, -0.623, 2.545], [3.815, 0.964, 1.896], [5.194, -1.003, 0.472], [5.188, -1.768, -1.898], [3.085, -1.527, -3.234], [1.052, -0.677, -2.093], [0.003, 1.784, 5.518], [-2.516, 1.927, 5.680], [-3.861, 1.416, 3.639], [-2.677, 0.698, 1.577], [0.224, -2.069, 2.156], [-0.550, -2.579, 0.699], [-0.711, -1.620, -0.203], [-1.220, -2.127, -1.396], [-1.479, -1.433, -2.579], [-2.007, -2.118, -3.658], [-2.282, -3.485, -3.584], [-2.022, -4.188, -2.423], [-1.490, -3.500, -1.340], [-1.051, -4.149, 0.213], [-1.270, -0.375, -2.667], [-2.209, -1.583, -4.576], [-2.693, -3.999, -4.441], [-2.221, -5.249, -2.362], [-2.684, 2.646, -2.597], [-1.565, 2.667, -1.839], [-1.260, 1.606, -0.966], [-0.151, 1.625, -0.243], [0.666, 2.684, -0.342], [0.343, 3.717, -1.203], [-0.750, 3.714, -1.955], [-3.339, 1.888, -2.559], [-2.877, 3.433, -3.192], [-1.913, 0.751, -0.853], [1.553, 2.686, 0.274], [0.997, 4.575, -1.291]], "forces_ev_per_angstrom": [[-0.310, 0.681, -0.474], [0.013, -0.004, 0.037], [-0.258, -0.278, 0.079], [-0.036, 0.763, -0.177], [-0.060, -0.137, 0.045], [-0.075, 0.412, 0.023], [0.049, 0.120, -0.045], [-0.003, 0.006, 0.006], [0.028, 0.060, -0.008], [-0.027, -0.071, -0.009], [0.224, -0.914, 0.405], [0.202, 0.263, -0.263], [0.037, 0.109, -0.009], [0.001, 0.000, -0.015], [0.002, 0.061, 0.005], [-0.008, -0.034, 0.013], [-0.243, -0.710, 0.331], [-0.025, 0.024, 0.041], [0.063, -0.040, -0.073], [0.005, -0.008, -0.007], [0.000, -0.004, 0.001], [-0.003, 0.003, -0.001], [-0.017, -0.088, 0.023], [-0.012, -0.015, 0.010], [0.004, 0.004, 0.002], [0.000, 0.008, -0.008], [-0.009, -0.102, 0.032], [0.217, -0.488, -0.409], [0.103, 0.329, 0.039], [-0.308, -0.133, 0.377], [-0.171, 0.086, -0.004], [-0.016, 0.055, -0.031], [0.001, -0.015, 0.003], [0.014, 0.023, 0.009], [0.003, -0.003, -0.036], [-0.006, -0.037, -0.037], [0.008, -0.035, 0.042], [0.036, -0.017, 0.032], [0.009, -0.007, -0.006], [-0.002, 0.000, 0.000], [-0.009, 0.004, 0.012], [0.017, 0.011, -0.022], [-0.044, -0.033, 0.019], [-0.074, 0.067, 0.113], [0.659, 0.100, -0.157], [0.024, -0.038, 0.085], [-0.014, 0.018, 0.012], [0.007, -0.003, 0.027], [-0.013, 0.014, 0.018], [0.003, -0.002, -0.003], [0.013, -0.003, -0.016], [0.009, -0.006, -0.022], [-0.008, 0.004, -0.007]], "lowdin_charge": [1.1877, 0.0726, -0.5055, -0.1698, -0.1307, -0.2223, 0.0056, -0.0235, -0.0275, -0.0888, -0.0578, -0.1680, 0.0301, -0.0159, -0.0279, -0.0992, -0.0829, 0.1417, 0.1413, 0.1314, 0.1219, 0.1178, 0.0998, 0.1326, 0.1218, 0.1165, 0.1125, 0.6646, -1.0699, -0.1462, -0.3084, -0.0457, -0.0698, -0.0713, -0.0722, -0.4562, 1.0958, 0.0869, 0.1097, 0.1120, 0.1172, 0.1593, -0.3561, -0.0819, -0.0942, -0.0988, -0.0868, 0.1459, 0.1069, 0.1152, 0.0992, 0.1104, 0.1207], "total_charge": 1, "e_tot_ev": -61144.9392, "multiplicity": 1, "homo_lumo_gap_ha": 0.286, "fmax_ha_per_bohr": 0.0199, "relative_energy_ev": 0.114}

---

3.
{"formula": "C23H19N4O2PtS", "method": "wB97M-V/def2-TZVPD", "species": ["Pt", "C", "C", "C", "C", "N", "C", "C", "C", "C", "C", "C", "N", "C", "C", "C", "C", "C", "N", "H", "H", "H", "H", "H", "H", "H", "H", "H", "H", "H", "O", "S", "N", "C", "C", "O", "C", "C", "C", "C", "C", "C", "H", "H", "H", "H", "H", "H", "H", "H"], "coordinates": [[0.450, 0.615, -1.911], [3.247, 3.887, -1.488], [2.462, 4.826, -0.854], [1.141, 4.515, -0.551], [0.646, 3.276, -0.894], [1.428, 2.359, -1.531], [2.694, 2.656, -1.814], [-0.739, 2.837, -0.590], [-1.735, 3.549, 0.060], [-2.962, 2.929, 0.260], [-3.191, 1.629, -0.172], [-2.162, 0.963, -0.819], [-0.997, 1.593, -0.999], [-2.159, -0.424, -1.350], [-3.223, -1.292, -1.236], [-3.101, -2.578, -1.752], [-1.922, -2.954, -2.365], [-0.884, -2.038, -2.446], [-1.004, -0.810, -1.952], [4.279, 4.084, -1.734], [2.864, 5.795, -0.590], [0.509, 5.233, -0.049], [3.267, 1.884, -2.302], [-1.568, 4.558, 0.405], [-3.752, 3.468, 0.765], [-4.147, 1.155, -0.008], [-4.135, -0.978, -0.749], [-3.924, -3.274, -1.671], [-1.791, -3.944, -2.776], [0.070, -2.266, -2.903], [3.641, -0.450, -1.123], [3.142, -0.901, -2.418], [1.804, -0.458, -2.899], [2.846, -3.381, 1.110], [1.594, -2.591, 0.849], [1.309, -2.214, -0.270], [0.693, -2.258, 2.000], [0.775, -2.913, 3.224], [-0.102, -2.585, 4.250], [-1.050, -1.590, 4.063], [-1.124, -0.919, 2.848], [-0.259, -1.257, 1.822], [3.432, -3.425, 0.197], [2.594, -4.393, 1.432], [3.433, -2.919, 1.905], [1.513, -3.687, 3.383], [-0.041, -3.104, 5.197], [-1.726, -1.333, 4.868], [-1.854, -0.130, 2.709], [-0.280, -0.746, 0.869]], "forces_ev_per_angstrom": [[-0.339, -0.039, 0.154], [0.016, -0.060, -0.032], [-0.038, 0.039, 0.021], [0.035, -0.002, -0.009], [0.007, -0.022, -0.009], [-0.003, -0.008, 0.027], [-0.018, 0.092, 0.038], [-0.060, 0.014, 0.035], [0.035, -0.011, -0.020], [-0.040, 0.027, 0.023], [0.049, -0.029, -0.027], [-0.003, -0.017, 0.033], [0.189, -0.007, -0.089], [-0.026, 0.063, 0.032], [0.031, -0.031, -0.029], [-0.035, 0.019, 0.019], [0.025, 0.002, -0.011], [-0.007, -0.023, 0.020], [0.137, -0.013, -0.024], [-0.001, 0.002, 0.001], [0.002, -0.003, 0.002], [0.005, 0.003, 0.001], [0.009, -0.007, -0.012], [-0.009, -0.001, 0.006], [0.002, -0.002, -0.001], [-0.003, 0.006, 0.001], [-0.004, -0.005, -0.001], [0.000, 0.002, 0.001], [0.004, 0.001, 0.001], [-0.006, 0.000, 0.014], [0.052, 0.162, -0.012], [-0.047, -0.208, 0.025], [0.137, 0.065, -0.072], [-0.014, 0.000, 0.002], [0.027, 0.033, 0.038], [-0.129, -0.083, -0.074], [0.026, 0.020, -0.023], [-0.010, 0.001, 0.012], [0.002, 0.001, -0.006], [0.007, -0.015, 0.015], [0.003, 0.009, -0.033], [0.003, 0.003, 0.014], [0.011, -0.008, -0.001], [0.000, -0.001, -0.006], [-0.004, 0.002, 0.001], [0.005, 0.001, -0.003], [-0.002, -0.001, 0.000], [0.000, 0.004, -0.002], [0.008, -0.008, 0.006], [-0.030, 0.031, -0.051]], "lowdin_charge": [1.1579, -0.0063, -0.0159, 0.0176, -0.1777, -0.0637, -0.0762, -0.1712, 0.0302, -0.0096, 0.0283, -0.1794, -0.0492, -0.1936, 0.0190, -0.0156, -0.0064, -0.0878, -0.0599, 0.1243, 0.1246, 0.1193, 0.0901, 0.1207, 0.1249, 0.1215, 0.1196, 0.1235, 0.1227, 0.1051, -0.5570, 0.7170, -0.6054, -0.0004, -0.3798, 0.0123, -0.1502, -0.0212, -0.0640, -0.0733, -0.0743, -0.0259, 0.0841, 0.0927, 0.0989, 0.1124, 0.1096, 0.1075, 0.0974, 0.0827], "total_charge": 1, "e_tot_ev": -48292.5766, "multiplicity": 1, "homo_lumo_gap_ha": 0.283, "fmax_ha_per_bohr": 0.0073, "relative_energy_ev": 0.000}